The following is a quantum chemistry calculation of a structure of composition C32H26N9O2STi, from OMol25.

XYZ file:
```
71
Properties=species:S:1:pos:R:3:forces:R:3
Ti -0.34060 -0.73174 0.02245 -2.0 -0.4 1.3
C -4.35511 -1.99472 -1.35610 -0.1 0.1 0.1
C -2.98583 -1.40774 -1.18239 0.0 0.1 0.5
N -2.45991 -1.06820 0.02346 -0.5 -0.1 -0.6
N -3.35401 -1.11608 1.08279 0.5 -0.2 -0.5
C -2.92688 -1.31261 2.32430 0.0 0.0 0.3
N -3.87924 -1.29929 3.27899 0.2 0.0 0.1
S -1.30112 -1.55049 2.66053 -0.1 0.2 -0.2
C -2.14551 -1.18169 -2.28555 0.4 0.2 -0.3
C -2.61395 -1.25819 -3.62209 0.0 -0.1 0.1
C -1.77723 -0.98797 -4.66216 0.1 0.0 -0.2
C -0.43621 -0.65271 -4.39923 -0.1 0.0 -0.2
C -0.03042 -0.58838 -3.09821 -0.3 -0.2 0.4
N -0.83406 -0.81515 -2.02944 -0.5 0.1 -1.0
H -4.62032 -2.61797 -0.50060 0.0 0.0 0.0
H -4.38527 -2.64467 -2.22853 0.0 0.0 0.0
H -5.14450 -1.24137 -1.48410 0.1 -0.1 0.0
H -4.33347 -1.05950 0.87930 -0.3 0.1 -0.1
H -4.85267 -1.15352 3.08052 0.0 0.0 0.0
H -3.59736 -1.44797 4.22973 0.0 0.0 0.1
H -3.64676 -1.51720 -3.80982 0.1 0.0 0.0
H -2.14232 -1.03882 -5.68275 0.0 0.0 0.1
H 0.27262 -0.45814 -5.19305 -0.1 0.0 0.0
H 0.99813 -0.37274 -2.88153 0.3 0.1 0.1
O 2.10860 6.01095 2.91501 -0.1 0.1 -0.1
N 2.23255 4.83328 3.13925 -0.2 -0.5 -0.2
O 2.98140 4.36279 3.96638 0.0 0.0 0.1
C 1.38821 3.86961 2.33109 1.0 -0.3 0.9
C 0.53208 4.43843 1.49772 -0.9 0.3 -0.8
C -0.33261 3.63990 0.66509 0.2 0.8 0.2
C -1.23614 4.20242 -0.24322 -0.1 0.3 -0.1
C -2.01267 3.37678 -1.01451 -0.1 0.1 -0.1
C -1.87170 1.99625 -0.86672 -0.2 -0.1 0.0
N -1.02678 1.44603 -0.01769 0.7 0.4 0.1
C -0.25655 2.26709 0.74109 -0.1 -0.7 0.1
C 0.69205 1.65211 1.64174 -0.2 -0.2 -0.2
N 0.72819 0.30071 1.61377 0.4 0.8 0.1
C 1.57587 -0.31981 2.40822 0.0 -0.2 0.1
C 2.41936 0.35814 3.27812 0.1 -0.3 0.1
C 2.40483 1.72285 3.30460 0.0 0.4 0.0
C 1.52074 2.42542 2.46072 0.2 0.2 0.2
H 0.48881 5.51798 1.44707 0.0 0.0 0.0
H -1.30687 5.28211 -0.33002 0.0 -0.1 0.0
H -2.71739 3.76967 -1.73540 0.0 0.0 0.1
H -2.46714 1.30670 -1.45269 0.0 0.0 -0.1
H 1.58349 -1.39987 2.34470 0.0 -0.1 0.0
H 3.09213 -0.19997 3.91707 -0.1 0.0 -0.1
H 3.06620 2.25647 3.96175 0.0 0.0 0.0
C 4.40788 2.28934 -0.64719 0.0 -0.1 0.1
C 3.11297 2.44796 -1.11797 -0.1 0.0 0.0
C 2.23318 1.37030 -1.10900 0.1 0.1 -0.1
C 2.64278 0.13279 -0.63240 -0.6 -0.2 -0.1
C 3.93769 -0.03208 -0.16645 0.2 -0.1 0.1
C 4.81679 1.04264 -0.17901 0.0 0.0 0.0
N 1.64944 -0.93675 -0.53980 1.8 0.4 -0.1
N 2.15940 -2.08841 -0.51702 -0.2 -0.3 -0.1
C 1.23567 -3.11625 -0.30593 0.3 0.0 -0.1
C 1.74799 -4.42237 -0.33555 0.1 0.1 -0.1
C 0.87978 -5.46993 -0.16150 -0.2 -0.1 0.1
C -0.48492 -5.20135 0.04306 0.2 -0.2 0.0
C -0.96258 -3.90637 0.08880 0.0 0.2 0.0
C -0.11259 -2.80552 -0.07747 0.3 -0.4 0.0
H 5.09519 3.12822 -0.64295 0.0 -0.1 0.0
H 2.78432 3.40828 -1.50286 0.0 -0.1 0.0
H 1.23037 1.50212 -1.49086 -0.1 0.0 -0.1
H 4.24439 -1.00117 0.20477 0.0 0.0 0.0
H 5.83065 0.90564 0.18052 -0.1 0.0 0.0
H 2.80915 -4.57773 -0.50336 -0.1 0.0 0.0
H 1.24088 -6.49173 -0.17925 -0.1 0.1 0.0
H -1.17246 -6.02957 0.17859 0.0 0.0 0.0
H -2.02063 -3.74730 0.27320 0.0 0.0 0.0
```
Forces are in eV/Å.

The molar mass comes out at 648.6 g/mol. The LUMO energy (spin up / spin down) is -3.618 / -3.681 eV. The calculation puts the HOMO-LUMO gap (spin up / spin down) at 0.1764 / 0.2604 hartree. The multiplicity is 3. For the HOMO energy (spin up / spin down), the calculation gives -8.42 / -10.77 eV. The charge is +1. As for the energy relative to the best compared isomer or geometry (same formula, charge and spin): 0.6777 eV.